Record 1
C16H37N2O10P | ωB97M-V/def2-TZVPD

Structure (XYZ):
```
66
Properties=species:S:1:pos:R:3:nbo_charge:R:1
C -3.223 2.201 -1.017 -0.606
C -2.012 3.121 -1.090 -0.392
C -0.922 2.765 -0.073 -0.428
C 0.493 3.140 -0.519 -0.205
N 1.287 1.973 -0.934 -0.909
P 0.559 0.895 -2.058 0.967
C 1.878 -0.391 -2.148 -0.523
N 1.884 -1.221 -0.943 -0.836
C 0.911 1.710 -3.699 -0.766
C -0.026 1.243 -4.798 -0.063
O 0.101 1.985 -6.006 -0.717
H -2.915 1.154 -1.029 0.208
H -3.795 2.365 -0.101 0.200
H -3.898 2.362 -1.859 0.206
H -1.591 3.090 -2.101 0.186
H -2.326 4.156 -0.927 0.203
H -1.128 3.258 0.879 0.216
H -0.955 1.690 0.121 0.216
H 0.435 3.884 -1.327 0.162
H 1.024 3.630 0.299 0.193
H 2.194 2.281 -1.274 0.362
H 2.859 0.078 -2.271 0.194
H 1.678 -0.952 -3.071 0.187
H 1.151 -1.920 -1.008 0.359
H 2.757 -1.732 -0.887 0.355
H 0.771 2.787 -3.544 0.214
H 1.953 1.552 -3.997 0.215
H 0.203 0.211 -5.074 0.176
H -1.062 1.263 -4.442 0.164
H 0.196 2.913 -5.785 0.460
C -0.277 -4.464 0.104 -0.252
O -0.627 -4.321 -1.281 -0.503
C -1.623 -5.105 -1.685 0.979
O -2.228 -5.889 -1.001 -0.644
O -1.841 -4.873 -2.981 -0.496
C -2.902 -5.650 -3.547 -0.255
H 0.542 -3.771 0.269 0.190
H -1.122 -4.210 0.741 0.195
H 0.046 -5.478 0.324 0.205
H -3.841 -5.439 -3.040 0.193
H -2.682 -6.713 -3.464 0.192
H -2.953 -5.350 -4.589 0.196
C 0.996 -7.566 4.237 -0.256
O 1.770 -6.448 4.690 -0.491
C 1.785 -5.415 3.851 0.983
O 1.219 -5.364 2.787 -0.659
O 2.528 -4.447 4.381 -0.492
C 2.623 -3.265 3.575 -0.255
H 1.082 -8.311 5.021 0.198
H -0.044 -7.276 4.094 0.195
H 1.393 -7.948 3.298 0.193
H 1.637 -2.834 3.413 0.195
H 3.076 -3.497 2.613 0.191
H 3.250 -2.583 4.139 0.198
C 1.768 4.879 2.883 -0.257
O 1.036 5.872 3.609 -0.492
C -0.004 6.367 2.938 0.979
O -0.344 6.041 1.829 -0.651
O -0.596 7.288 3.695 -0.492
C -1.738 7.906 3.087 -0.255
H 2.556 4.542 3.549 0.198
H 1.114 4.051 2.616 0.194
H 2.191 5.309 1.976 0.191
H -2.500 7.161 2.867 0.193
H -1.452 8.409 2.166 0.193
H -2.101 8.621 3.818 0.197
```

For the energy, the calculation gives -49935.904 eV. Its strongest force on any atom is 0.41 eV/Å. The calculation puts the HOMO-LUMO gap at 0.3389 Eh. The highest occupied orbital energy is -0.316 Eh. As for the structure (SMILES): CCCCNP(CN)CCO.COC(=O)OC.COC(=O)OC.COC(=O)OC. The molar mass is 448.450 g mol⁻¹.

***

Record 2
C16H37NO3 | ωB97M-V/def2-TZVPD

Structure (XYZ):
```
57
Properties=species:S:1:pos:R:3:nbo_charge:R:1
C 4.671 -0.513 0.517 -0.617
C 4.006 0.573 1.380 -0.427
C 2.648 1.026 0.876 -0.067
O 1.835 -0.139 0.678 -0.412
N 0.816 0.113 -0.284 -0.392
C -0.350 0.566 0.436 0.868
O -0.521 1.706 0.708 -0.542
O -1.252 -0.385 0.766 -0.669
H 5.630 -0.173 0.122 0.210
H 4.039 -0.788 -0.331 0.211
H 4.856 -1.422 1.090 0.212
H 4.634 1.469 1.401 0.214
H 3.912 0.244 2.418 0.207
H 2.162 1.675 1.612 0.187
H 2.717 1.568 -0.071 0.189
H 0.648 -0.805 -0.693 0.348
H -0.881 -1.266 0.637 0.486
C -4.374 6.583 1.030 -0.610
C -3.332 5.576 0.553 -0.399
C -3.661 4.952 -0.802 -0.397
C -4.979 4.174 -0.847 -0.396
C -5.094 3.055 0.187 -0.398
C -4.008 1.992 0.052 -0.617
H -5.349 6.115 1.175 0.200
H -4.082 7.033 1.979 0.208
H -4.499 7.388 0.302 0.199
H -3.212 4.791 1.304 0.198
H -2.360 6.071 0.480 0.202
H -2.839 4.294 -1.095 0.205
H -3.700 5.743 -1.558 0.197
H -5.092 3.744 -1.847 0.198
H -5.818 4.865 -0.720 0.198
H -6.077 2.588 0.088 0.198
H -5.062 3.477 1.196 0.192
H -4.034 1.540 -0.944 0.194
H -4.139 1.194 0.783 0.211
H -3.012 2.409 0.205 0.217
C 1.133 -3.381 -2.438 -0.613
C 0.881 -3.862 -1.012 -0.397
C 2.028 -3.546 -0.052 -0.413
C 3.368 -4.187 -0.419 -0.397
C 3.338 -5.710 -0.540 -0.399
C 2.932 -6.416 0.749 -0.610
H 1.999 -3.876 -2.879 0.208
H 0.276 -3.583 -3.082 0.214
H 1.325 -2.305 -2.465 0.194
H 0.679 -4.936 -1.019 0.203
H -0.036 -3.395 -0.631 0.179
H 1.743 -3.849 0.960 0.202
H 2.173 -2.464 -0.003 0.212
H 4.103 -3.904 0.341 0.203
H 3.731 -3.762 -1.358 0.201
H 4.331 -6.053 -0.840 0.204
H 2.662 -6.007 -1.347 0.192
H 3.605 -6.149 1.567 0.202
H 2.962 -7.500 0.632 0.211
H 1.919 -6.149 1.054 0.199
```

For the energy, the calculation gives -24823.528 eV. Its strongest force on any atom is 0.59 eV/Å. The calculation puts the HOMO-LUMO gap at 0.3889 Eh. The highest occupied orbital energy is -0.370 Eh. As for the structure (SMILES): CCCONC(=O)O.CCCCCC.CCCCCC. The molar mass is 291.476 g mol⁻¹.

***

Record 3
C16H37O7PPr | ωB97M-V/def2-TZVPD

Structure (XYZ):
```
62
Properties=species:S:1:pos:R:3:nbo_charge:R:1
Pr 7.254 8.415 12.607 1.947
C 6.212 5.128 12.703 -0.243
O 6.596 6.259 13.545 -0.646
C 6.725 5.858 14.935 -0.091
C 6.720 7.118 15.772 -0.088
O 7.642 8.062 15.200 -0.593
C 8.977 7.931 15.740 -0.094
C 9.803 8.788 14.826 -0.076
O 9.535 8.321 13.453 -0.661
C 10.614 7.512 12.826 -0.229
H 5.246 4.728 13.051 0.230
H 6.970 4.368 12.729 0.223
H 6.079 5.517 11.713 0.215
H 7.664 5.314 15.034 0.212
H 5.886 5.205 15.220 0.245
H 6.971 6.878 16.814 0.248
H 5.738 7.602 15.762 0.220
H 9.319 6.878 15.708 0.209
H 9.030 8.308 16.768 0.246
H 10.870 8.731 15.030 0.252
H 9.502 9.822 14.905 0.217
H 11.447 8.167 12.559 0.234
H 10.187 7.085 11.919 0.210
H 10.920 6.746 13.533 0.223
C 6.313 6.658 6.257 -0.649
C 7.529 7.434 6.687 -0.046
O 7.195 8.197 7.988 -0.855
P 7.709 7.603 9.323 1.743
O 8.229 8.942 10.325 -0.936
C 8.841 10.195 9.827 -0.040
C 10.076 9.937 9.027 -0.644
O 6.317 7.607 10.286 -0.923
C 4.970 8.064 9.839 -0.054
C 4.867 9.564 9.958 -0.609
H 6.613 5.951 5.475 0.268
H 5.487 7.276 5.922 0.242
H 5.982 6.041 7.097 0.207
H 7.807 8.220 5.984 0.232
H 8.369 6.763 6.919 0.205
H 9.102 10.735 10.741 0.191
H 8.087 10.734 9.254 0.215
H 10.850 9.452 9.604 0.226
H 10.434 10.914 8.688 0.264
H 9.825 9.390 8.115 0.227
H 4.253 7.598 10.534 0.207
H 4.769 7.675 8.843 0.237
H 5.145 9.861 10.982 0.170
H 3.838 9.853 9.762 0.270
H 5.526 10.063 9.249 0.239
C 6.719 12.157 14.775 -0.420
C 5.200 11.958 14.845 -0.443
C 4.905 10.693 14.046 -0.048
O 6.214 10.352 13.412 -0.699
C 7.026 11.609 13.420 -0.051
H 7.243 11.556 15.539 0.218
H 7.051 13.178 14.914 0.276
H 4.695 12.818 14.365 0.249
H 4.845 11.888 15.854 0.263
H 4.184 10.833 13.233 0.223
H 4.607 9.835 14.654 0.211
H 6.588 12.232 12.635 0.225
H 8.051 11.358 13.232 0.200
```

For the energy, the calculation gives -54858.432 eV. The net charge is +3. Its strongest force on any atom is 1.35 eV/Å. The calculation puts the HOMO-LUMO gap (alpha / beta) at 0.2907 / 0.3450 Eh. The highest occupied orbital energy (alpha / beta) is -0.682 / -0.682 Eh. As for the spin multiplicity: 3. Its expectation value of S² is 2.002. The molar mass is 513.347 g mol⁻¹.